(1)
The following is a quantum chemistry calculation of an isolated molecule of C3H5NOS in a non-equilibrium geometry, from the OMol25 dataset.

Computed properties:
charge = 0
SMILES string = S/N=C\[C@@H]1CO1
frontier orbital gap = 9.94 eV
ΔE to the lowest compared entry with this formula, charge and spin = 70.6 kcal per mole
LUMO = 0.0322 Eh
spin multiplicity = 1

```
11
Properties=species:S:1:pos:R:3:nbo_charge:R:1
S -2.0121 -0.4952 -0.0166 0.180
N -1.1853 0.9369 0.1759 -0.545
C 0.0647 0.9023 0.0825 0.077
C 0.9667 -0.2967 -0.1912 -0.033
C 2.2555 -0.4407 0.6085 -0.095
O 2.1980 0.1272 -0.6844 -0.472
H -3.2205 0.0216 -0.1564 0.114
H 0.6454 1.8346 0.1040 0.195
H 0.6534 -1.2447 -0.7018 0.213
H 2.6700 -1.3772 0.7394 0.180
H 2.4369 0.1251 1.5250 0.184
```

---

(2)
The following is a quantum chemistry calculation of C71H57N2NiO2P2S2 as an isolated structure in a non-equilibrium geometry, from the OMol25 dataset.

Computed properties:
charge = +1
frontier orbital gap (alpha / beta) = 6.85 / 6.97 eV
LUMO (alpha / beta) = -0.1185 / -0.1181 Eh
spin multiplicity = 3
⟨S²⟩ = 2.011

```
137
Properties=species:S:1:pos:R:3:mulliken_spin:R:1
Ni -0.0800 -0.1388 0.0690 1.717
C -1.4547 -5.6880 0.6472 0.000
C -2.6858 -5.0610 0.5100 0.001
C -2.7606 -3.6895 0.4195 0.009
C -1.5869 -2.9225 0.4724 -0.018
C -0.3483 -3.5575 0.5892 0.039
C -0.2910 -4.9335 0.6813 0.001
N -1.6361 -1.5413 0.4108 -0.022
N -2.7621 -0.9965 0.6381 -0.001
C -2.8227 0.3515 0.6136 -0.071
C -4.0476 1.0063 0.8250 0.007
C -4.0735 2.3780 0.9399 -0.015
C -2.9037 3.1160 0.8135 0.019
C -1.6985 2.4785 0.5299 -0.169
C -1.6202 1.1021 0.4718 0.285
H -1.4072 -6.7637 0.7168 0.000
H -3.5888 -5.6496 0.4698 0.000
H -3.7059 -3.1868 0.2901 0.000
H 0.5507 -2.9565 0.6283 0.012
H 0.6670 -5.4196 0.7829 0.000
H -4.9462 0.4120 0.9022 0.002
H -5.0051 2.8843 1.1462 0.000
H -2.9225 4.1893 0.9337 0.000
H -0.8077 3.0788 0.4188 0.012
C -0.9309 -0.0565 8.3074 0.000
C -0.6317 -0.1327 6.8458 -0.001
C -1.6399 -0.1598 5.8894 0.001
C -1.3383 -0.2140 4.5363 0.008
C -0.0118 -0.2394 4.1510 0.054
C 1.0080 -0.2224 5.0850 -0.001
C 0.6954 -0.1666 6.4258 0.002
S 0.5183 -0.2159 2.4131 0.002
O 1.7116 -1.0642 2.3631 0.004
C 1.0417 1.5143 2.4914 0.008
C 0.0300 2.4201 2.8589 -0.026
C 0.2907 3.7559 2.9326 0.004
C 1.5568 4.2600 2.5645 0.003
C 1.8439 5.6390 2.6120 -0.001
C 3.0808 6.1077 2.2677 0.001
C 4.0648 5.2181 1.8144 -0.001
C 3.8173 3.8734 1.7615 0.001
C 2.5750 3.3509 2.1784 -0.001
C 2.3165 1.9445 2.2177 0.008
C 3.4827 1.0505 2.0843 0.004
C 4.5009 1.1440 3.0796 -0.002
C 4.3112 1.8538 4.2847 0.001
C 5.2959 1.8937 5.2328 0.000
C 6.5192 1.2411 5.0201 0.000
C 6.7302 0.5339 3.8698 0.000
C 5.7256 0.4536 2.8828 -0.001
C 5.9059 -0.2984 1.7027 0.002
C 4.8848 -0.4489 0.8076 0.000
C 3.6566 0.1895 1.0302 0.017
S 2.2631 -0.1321 -0.0928 0.025
O 2.6362 0.4902 -1.3764 -0.004
C 2.5473 -1.9015 -0.3898 0.030
C 2.1711 -2.3403 -1.6478 -0.003
C 2.3618 -3.6568 -2.0197 -0.001
C 2.9309 -4.5614 -1.1320 0.002
C 3.2266 -5.9660 -1.5530 0.000
C 3.2627 -4.1172 0.1464 0.002
C 3.0737 -2.8003 0.5283 0.004
H -2.0001 -0.0556 8.4940 0.000
H -0.4983 0.8507 8.7271 0.000
H -0.4819 -0.9019 8.8260 0.000
H -2.6724 -0.1360 6.2041 0.000
H -2.1263 -0.2288 3.7957 0.001
H 2.0314 -0.2510 4.7432 -0.001
H 1.4898 -0.1428 7.1551 0.000
H -0.9451 2.0349 3.1171 0.001
H -0.4752 4.4425 3.2607 0.000
H 1.0645 6.3178 2.9228 0.000
H 3.3038 7.1612 2.3334 0.000
H 5.0261 5.6019 1.5069 0.000
H 4.5800 3.2038 1.3952 0.000
H 3.3698 2.3508 4.4686 0.000
H 5.1335 2.4275 6.1571 0.000
H 7.2877 1.2916 5.7753 0.000
H 7.6637 0.0157 3.7015 0.000
H 6.8559 -0.7847 1.5377 0.000
H 5.0173 -1.0492 -0.0800 0.000
H 1.7591 -1.6317 -2.3508 -0.015
H 2.0864 -3.9683 -3.0169 0.000
H 2.7463 -6.2021 -2.4986 0.000
H 2.9057 -6.6843 -0.8024 0.000
H 4.3021 -6.0898 -1.6772 0.000
H 3.6995 -4.8114 0.8499 0.000
H 3.3352 -2.4834 1.5261 0.000
C 0.4349 0.1158 -3.7365 0.040
P -0.4567 0.5748 -2.1752 0.026
C -2.1552 0.1602 -2.7037 -0.027
C -2.5445 -1.1350 -2.3754 -0.007
C -3.8173 -1.5907 -2.6477 0.004
C -4.7207 -0.7537 -3.2814 0.000
C -4.3100 0.4996 -3.7027 0.000
C -3.0314 0.9553 -3.4305 0.001
C -0.2371 2.3834 -2.2815 0.031
C -1.2843 3.2952 -2.1774 -0.012
C -1.0360 4.6538 -2.2814 -0.005
C 0.2562 5.1169 -2.4683 0.005
C 1.3047 4.2160 -2.5561 -0.003
C 1.0610 2.8592 -2.4602 -0.004
P 0.1564 -1.6244 -4.3644 -0.005
C 1.1732 -1.5124 -5.8949 0.002
C 2.3516 -0.7830 -5.9994 -0.001
C 3.0259 -0.7178 -7.2076 0.000
C 2.5464 -1.3942 -8.3161 0.000
C 1.4067 -2.1750 -8.2036 0.000
C 0.7329 -2.2404 -6.9999 0.001
C -1.4507 -1.4372 -5.2448 -0.002
C -1.7213 -0.3675 -6.0892 0.001
C -2.9180 -0.3086 -6.7757 0.000
C -3.8495 -1.3258 -6.6430 0.000
C -3.5721 -2.4129 -5.8335 0.000
C -2.3775 -2.4669 -5.1369 0.001
H 1.5060 0.2412 -3.5632 0.001
H 0.1053 0.8384 -4.4892 -0.004
H -1.8096 -1.7879 -1.9217 0.019
H -4.0984 -2.5978 -2.3783 0.000
H -5.7274 -1.0904 -3.4806 0.000
H -4.9946 1.1255 -4.2553 0.000
H -2.7278 1.9160 -3.8138 0.000
H -2.2901 2.9492 -1.9942 -0.001
H -1.8599 5.3490 -2.2115 0.000
H 0.4402 6.1762 -2.5516 0.000
H 2.3166 4.5641 -2.6953 0.000
H 1.8856 2.1657 -2.4867 0.001
H 2.7558 -0.2545 -5.1488 -0.001
H 3.9302 -0.1306 -7.2829 0.000
H 3.0610 -1.3184 -9.2622 0.000
H 1.0391 -2.7283 -9.0563 0.000
H -0.1585 -2.8464 -6.9182 0.000
H -0.9913 0.4177 -6.2274 0.000
H -3.1210 0.5306 -7.4240 0.000
H -4.7859 -1.2729 -7.1772 0.000
H -4.2888 -3.2164 -5.7414 0.000
H -2.1593 -3.3121 -4.4982 0.000
```